# 1
49
Properties=species:S:1:pos:R:3:forces:R:3 method="wB97M-V/def2-TZVPD" smiles="CCB(O)[C@@H](O[C@@H](CCCS)[C@H](Cl)CC)[C@H](I)O[C@@H](ON=O)P(O)Cl" charge=0 relative_energy_ev=0.000
C -1.7731 0.7518 1.0712 0.308 -0.007 0.113
H 1.7131 -3.9699 1.3251 0.004 0.018 0.067
H -1.5129 0.8514 -4.2552 -0.075 0.052 0.040
H 1.6207 2.1649 1.3560 -0.130 0.128 -0.122
H -5.5497 -1.0828 1.2352 0.052 -0.026 -0.113
H -0.1537 -3.1586 -0.9561 -0.111 0.095 0.048
H -0.0570 -4.7079 -0.1655 -0.070 -0.027 0.077
H -4.1472 1.7368 1.9961 -0.004 0.024 0.061
H -4.4862 1.4651 0.2867 0.077 0.061 0.021
C -0.9919 0.7848 -1.4411 0.215 -0.308 -0.049
O 1.5241 -1.4947 2.3535 -0.368 0.047 -0.206
H 1.3702 -2.2891 2.8715 0.236 -0.063 0.264
O 3.1822 2.5906 2.4892 -0.230 -0.372 0.094
N 4.6070 2.6177 2.4752 -0.143 0.065 -0.593
C 1.4635 -0.5292 0.0273 -0.001 -0.329 -0.104
C 1.4349 -3.2766 0.5255 -0.222 -0.202 -0.068
H 0.2784 -0.2164 -2.8285 0.074 -0.108 0.115
H -0.2120 1.5347 -1.5479 -0.127 0.213 -0.012
H 1.1909 -0.9098 -0.9629 0.088 0.049 -0.088
Cl 4.6455 2.6791 -1.0699 0.055 0.032 -0.073
H -1.2235 0.5943 1.9999 -0.043 0.026 0.059
H -3.2709 -0.6534 0.3189 0.016 -0.019 -0.036
C -4.3174 0.9719 1.2404 -0.058 -0.147 -0.205
H 2.1385 -3.4604 -0.2878 0.082 0.077 0.001
O 0.4903 0.4462 0.4425 0.085 0.056 -0.161
C -1.5890 -0.1452 -3.8244 0.101 -0.126 -0.093
H -1.1983 -0.8461 -4.5634 0.004 -0.030 0.009
H 1.0965 3.1299 -0.5365 -0.304 -0.102 -0.112
O 5.0059 2.7273 3.5493 0.373 0.119 0.635
Cl -2.5374 1.6633 -1.6608 -0.117 0.036 -0.042
B 1.5115 -1.7898 1.0264 0.217 0.225 0.171
H -0.9360 -1.2724 -2.1263 -0.036 -0.038 0.046
H 2.6926 0.8943 -1.0252 0.015 0.143 0.097
C -0.7740 -0.2778 -2.5429 -0.015 0.158 -0.162
O 1.8799 3.3258 -1.0621 0.248 0.073 0.115
H -1.8979 1.8313 0.9747 -0.059 0.004 -0.118
S -5.8523 0.1226 1.7274 -0.096 0.069 0.171
P 3.1398 3.5778 -0.0126 -0.142 -0.077 -0.078
H -2.6369 -0.3924 -3.6667 -0.039 0.146 0.021
H -3.1420 -0.5677 2.0766 0.073 -0.190 -0.103
C 0.0245 -3.6358 0.0095 0.236 0.004 -0.189
H -1.0342 -0.8689 -0.0700 0.221 -0.106 0.067
C -0.8371 0.2074 -0.0058 -0.359 0.068 0.006
O 3.2013 0.8971 0.9963 -0.142 -0.020 -0.130
H -0.7659 -3.3343 0.6972 -0.058 -0.034 0.033
C 2.7024 2.1933 1.2219 0.465 0.148 0.219
I 4.3421 -1.1414 -0.6801 -0.102 0.053 -0.025
C 2.7650 0.2352 -0.1628 0.010 -0.153 0.063
C -3.1242 0.0261 1.1609 -0.202 0.295 0.267

=====

# 2
68
Properties=species:S:1:pos:R:3:forces:R:3 method="wB97M-V/def2-TZVPD" spin_multiplicity=4 charge=+1 relative_energy_ev=0.093
H 4.2177 -0.6121 -2.3869 -0.090 -0.297 0.005
P 2.8418 -0.3269 -0.4487 0.675 0.149 0.562
C -4.0941 3.1509 -0.1112 -0.555 -0.149 0.240
C -6.1481 2.9079 1.1586 0.226 -0.108 -0.273
Si -2.5303 1.0059 -1.0725 -0.869 1.583 -0.392
H 0.4998 -1.2535 4.1522 0.255 0.039 0.101
C 6.4252 -0.7951 1.5685 -0.144 0.022 -0.098
C -2.5642 -0.4369 -4.9084 0.176 0.128 0.026
H 2.0070 -2.1884 3.9779 -0.061 0.288 0.074
C -4.7618 0.4901 -4.5081 0.289 0.091 -0.027
C -3.9629 1.7559 -0.1656 0.009 -0.051 0.457
H 6.7337 -0.8529 3.7062 -0.211 -0.021 -0.267
H 3.9134 -2.1865 -1.5776 -0.140 0.263 -0.068
H -1.0465 0.0610 -3.4408 -0.178 -0.209 -0.029
H 2.0272 -0.6271 4.8621 -0.193 -0.220 -0.122
C -3.9073 -0.3061 -5.2798 0.042 0.191 0.337
H 0.2438 1.7105 0.2811 -0.062 -0.284 -0.168
H -5.7927 0.6486 -4.8225 0.252 -0.003 0.025
C 4.1418 -0.5268 0.8332 -0.204 0.055 0.377
H -4.9640 1.7146 -2.7357 0.104 -0.386 -0.031
H -1.4421 2.0481 -0.9775 -0.872 -0.184 -0.437
H 2.6259 1.8038 3.3826 -0.296 0.014 0.026
H 7.4805 -0.9214 1.3241 -0.282 0.056 0.142
H -1.1395 -2.7157 2.0673 0.343 0.184 -0.287
C 1.0034 -3.1094 1.4476 -0.413 -0.494 -1.148
C -3.0088 0.7790 -2.8517 0.276 0.149 -0.736
H -1.6044 -2.4252 -0.5953 0.356 0.289 0.181
H 5.8278 -0.6657 -0.5086 -0.007 -0.023 0.266
C -2.0988 0.1379 -3.7189 -1.007 -0.285 -0.166
C -5.1931 3.7240 0.5384 0.056 -0.206 -0.008
H 2.6383 -1.4224 -2.5673 0.265 0.055 0.076
C -4.3029 1.0697 -3.3181 0.128 -0.623 -0.183
H 3.1555 2.0440 -0.0321 -0.098 -0.186 -0.238
C 1.5868 -1.1781 4.0199 -0.045 0.018 0.421
H -1.0118 0.5127 0.8370 0.040 0.362 -0.777
Cr 0.8771 -1.1082 0.5364 0.010 1.425 0.185
H 2.6267 -3.4785 -0.0719 -0.273 0.289 0.107
C 0.6036 -2.8005 -0.8317 -0.538 -0.473 0.809
C 3.7087 -0.5080 2.1835 0.123 0.066 -0.499
C 5.4968 -0.6594 0.5299 -0.031 -0.038 0.354
C 2.9543 1.4210 -0.9132 0.028 0.219 -0.341
H -6.7570 0.8765 1.5802 0.183 0.198 -0.047
C 3.4685 -1.2296 -1.8762 0.148 -0.037 -0.563
C -4.9052 0.9353 0.4743 -0.259 0.702 0.003
H -4.7758 -0.1494 0.4630 -0.135 0.275 -0.016
H -1.8789 -1.0056 -5.5414 -0.209 0.214 0.138
H -2.4237 -0.3543 -0.5182 0.179 -0.133 -0.084
H 1.5267 2.0391 1.9846 0.062 -0.134 0.293
C -6.0064 1.5166 1.1155 0.126 -0.077 -0.004
H 3.7707 1.5281 -1.6392 -0.144 0.194 0.236
H 4.3291 -0.5886 4.2561 0.138 -0.011 -0.306
C -0.3811 -2.7338 1.2833 0.206 -0.499 -0.842
H 0.8493 1.5509 3.5682 0.222 0.117 -0.203
H 2.0130 1.7384 -1.3774 0.236 -0.004 0.074
H -5.3079 4.8059 0.5547 0.020 -0.194 0.060
C -0.6317 -2.5622 -0.1295 0.684 -1.100 0.319
H -3.3375 3.7842 -0.5802 -0.246 -0.125 0.103
C 6.0037 -0.7687 2.8994 -0.141 0.111 -0.031
C 1.6160 -3.1371 0.1434 -1.042 -0.530 0.441
C 4.6473 -0.6115 3.2112 0.174 -0.090 -0.173
C -0.1708 0.7097 0.1542 2.093 -1.979 1.073
H -7.0061 3.3567 1.6647 0.289 -0.159 -0.178
C 1.7100 1.4529 2.8918 0.005 0.138 0.135
H -4.2838 -0.8111 -6.1707 0.145 0.204 0.225
H 0.7149 -2.8549 -1.9155 -0.002 0.253 0.429
H 1.4668 -3.4452 2.3721 -0.077 0.319 -0.319
P 1.9019 -0.3033 2.4718 0.726 0.126 0.097
H -0.2157 0.3799 -0.9025 -0.465 0.526 0.664

=====

# 3
10
Properties=species:S:1:pos:R:3:forces:R:3 method="wB97M-V/def2-TZVPD" spin_multiplicity=2 e_tot_ha=-440.4537 charge=0
O -0.1884 -1.4673 -3.7622 0.024 0.084 0.172
C -1.0964 0.5866 5.0350 -0.898 0.788 0.383
H -0.5976 -0.8350 3.9055 -0.522 0.003 0.012
H -1.0614 2.4159 3.8326 0.202 -0.196 0.114
C -0.1871 -1.8999 -4.8414 -0.061 0.014 0.106
Rb -0.3395 -0.1272 -0.3541 -0.032 0.233 0.842
O -0.4004 0.7846 2.7723 0.182 -0.287 -1.427
O -1.0651 -0.7330 4.7728 0.986 -0.394 -0.254
O -0.1943 -2.3307 -5.9087 0.031 -0.060 -0.183
C -0.8411 1.3360 3.8389 0.087 -0.184 0.234

=====

# 4
96
Properties=species:S:1:pos:R:3:forces:R:3 method="wB97M-V/def2-TZVPD" spin_multiplicity=4 charge=-1 relative_energy_ev=1.455
H 3.0127 1.8966 2.7531 0.002 0.012 0.014
O -7.7273 1.9773 -2.0130 -0.020 0.017 0.002
C -0.3572 3.4998 1.2969 -0.098 -0.081 -0.008
C -0.3303 -1.5732 -4.2529 -0.001 -0.008 -0.027
C 0.0924 3.4202 -2.1935 -0.077 0.054 0.045
C 1.3369 -6.2247 1.7200 -0.031 0.025 -0.016
C 1.9400 2.1008 2.7556 0.029 -0.075 0.085
O 0.4834 -3.4013 -1.1424 -0.033 -0.095 0.031
O -0.5601 0.3145 1.6919 0.102 0.069 -0.262
C -4.3561 0.3594 -2.7101 -0.108 0.040 -0.019
S -6.9209 0.8140 -2.2404 0.007 0.020 -0.159
H -6.7058 -3.2154 0.4968 0.002 0.000 -0.008
C 1.2626 -4.6670 3.5509 0.134 -0.049 0.069
H -2.2329 0.2404 -2.7855 0.005 0.040 -0.055
H -1.1878 2.8413 1.0616 -0.030 0.012 0.010
C -6.3811 0.6268 0.4234 -0.036 -0.016 -0.028
C 3.3828 -0.6173 1.5281 -0.091 -0.052 0.073
S 0.1900 -2.7769 0.1233 0.269 0.132 -0.201
H 3.3576 3.5758 -2.2782 -0.018 0.021 -0.033
H 1.7458 2.8726 3.5057 0.023 0.018 -0.016
F -2.8399 -0.2540 1.7628 -0.037 0.004 0.010
H 4.2946 -0.2740 2.0228 0.007 -0.014 0.004
H 2.1488 4.5824 -0.3672 -0.011 0.026 0.025
H -0.2240 3.4655 -3.2391 0.023 0.025 -0.009
C -6.7579 -0.0698 -0.7220 0.114 -0.019 0.044
C 0.9846 0.4150 -4.3526 0.020 0.031 0.053
H -1.0782 -2.0172 -2.2906 0.039 -0.004 0.025
H -4.4570 -0.4254 -1.9499 -0.006 0.004 0.015
H 3.4938 3.9028 0.5522 0.006 0.033 0.009
C -6.8863 -1.4484 -0.7006 0.025 0.041 0.016
C -6.2167 -1.4651 1.6252 0.021 0.024 0.023
C -6.1215 -0.0722 1.5845 0.052 -0.028 0.033
C 0.8209 -3.6537 2.7160 -0.378 -0.044 -0.251
H -0.8048 -2.4317 -4.7057 0.011 0.000 -0.008
C 3.4387 -0.7385 -1.5318 -0.143 -0.068 -0.061
H 4.6854 2.0612 0.9268 0.017 -0.009 -0.002
O -1.0272 -2.0746 3.6287 0.125 0.071 -0.177
H -5.1436 2.0791 -1.9021 0.013 0.049 -0.050
H -2.8648 1.8027 -3.3112 -0.014 -0.012 -0.016
H -6.2732 1.7037 0.3956 0.005 0.005 -0.001
O -1.1741 -2.2150 0.2092 0.100 0.116 -0.132
N -5.4148 1.3696 -2.5861 0.056 -0.061 0.224
C -0.4819 -1.3544 -2.9005 0.097 0.016 -0.019
H 1.5411 -7.2150 1.3339 0.001 0.001 -0.009
O -7.2609 -0.1393 -3.2602 -0.025 -0.009 0.004
F -1.9227 0.8809 3.5023 0.059 0.056 -0.023
H 0.5755 -0.8323 -6.0532 -0.006 0.006 -0.002
C 0.4298 -0.6811 -4.9910 -0.010 -0.008 -0.025
H 0.7605 -5.4338 -0.1870 0.040 0.021 -0.047
C 2.4371 4.1627 0.6003 0.073 -0.006 0.003
C 4.5866 1.5714 -0.0443 -0.028 0.063 0.030
C 1.5206 -5.9382 3.0671 -0.010 0.016 -0.025
H -0.7824 3.2355 -1.5732 -0.011 0.032 -0.012
H 3.7134 1.9713 -2.9151 0.006 0.012 -0.033
H -0.4656 3.8010 2.3424 0.021 0.046 -0.012
H 3.4948 -1.6738 1.2785 0.050 -0.001 0.003
C -2.9776 1.0000 -2.5773 0.022 -0.034 0.017
Si 3.1234 0.3688 -0.0401 0.244 0.273 -0.172
H -6.0887 -3.2684 2.7954 -0.008 0.001 0.001
B -1.7398 0.2680 2.3308 -0.046 -0.301 0.226
H 2.6723 3.0818 -3.8249 -0.013 0.004 0.004
H 1.5625 1.1442 -4.9056 0.001 -0.015 -0.018
C 0.9017 -5.2303 0.8624 -0.090 -0.074 0.129
Si 1.3312 2.7112 1.1039 0.125 0.053 -0.183
C 2.9362 2.7292 -2.8237 0.123 0.040 0.029
H 1.4228 1.1939 3.0709 -0.038 0.012 0.003
C -2.7470 1.6162 -1.2090 0.016 -0.018 0.263
C 0.6379 -3.9540 1.3667 0.071 -0.005 0.018
H 5.4940 0.9804 -0.2033 -0.004 -0.013 0.022
H 4.5537 2.3460 -0.8080 0.030 -0.017 -0.011
H -4.4480 -0.1119 -3.6881 0.014 -0.027 0.004
H 1.8803 -6.7106 3.7368 -0.027 0.000 0.019
S 0.4617 -1.9947 3.5023 0.200 0.314 0.284
H 4.4074 -1.2255 -1.3892 0.009 0.007 0.005
O 1.0734 -1.5431 0.3282 -0.015 -0.333 -0.151
O 1.1854 -2.1829 4.7913 -0.207 -0.013 -0.092
N 0.0948 -0.3119 -2.2775 0.022 -0.226 -0.504
H -4.7645 -2.1284 3.0516 0.032 0.012 -0.018
H 3.4839 -0.1828 -2.4712 0.047 -0.009 -0.004
O -1.6874 1.2745 -0.5177 -0.033 -0.095 -0.440
H 2.3210 4.9582 1.3424 -0.012 0.000 -0.002
H 1.4195 -4.4065 4.5919 -0.020 0.037 -0.005
H -7.1775 -1.9663 -1.6042 0.013 -0.015 0.001
C 1.4905 1.3671 -0.2639 -0.406 -0.311 0.310
C -5.8382 -2.2111 2.8738 -0.013 0.029 -0.011
O -3.5357 2.4370 -0.7764 -0.017 0.030 -0.054
H 2.6873 -1.5226 -1.6399 0.017 -0.007 0.013
Re -0.1730 0.0082 -0.1920 -0.162 0.347 1.344
H 0.4863 4.4004 -1.9167 0.008 0.008 -0.046
C 0.8108 0.5951 -2.9869 -0.167 0.068 -0.022
H 2.5639 -0.5579 2.2424 -0.039 -0.007 -0.008
H -5.8003 0.4621 2.4698 0.024 0.007 -0.002
C -6.6211 -2.1353 0.4776 -0.014 -0.027 -0.032
H -0.4490 4.3928 0.6743 0.012 0.006 0.005
Si 1.3965 2.1000 -1.9667 -0.023 -0.193 -0.023
H -6.3453 -1.7978 3.7469 -0.004 -0.002 -0.002